No. 1
Computed, not measured: a cluster of 9 separate species, C39H39N9O18 in total, with ωB97M-V/def2-TZVPD.

The geometry in XYZ format:
```
105
Properties=species:S:1:pos:R:3:forces:R:3:lowdin_spin:R:1
C -2.539706 27.807169 -15.054136 0.5231 0.8169 0.4303 0.000
N -3.300584 26.560867 -14.704249 -1.3590 -0.7283 -0.0923 0.002
O -2.675986 25.519947 -14.489744 0.0041 1.0896 -0.2834 0.000
O -4.535296 26.590941 -14.622341 1.8187 0.6214 -0.2514 0.001
H -1.543914 27.733620 -14.616999 -0.1656 -0.4021 -0.1176 0.000
H -2.995746 28.697918 -14.622049 -0.4646 -0.4888 0.1892 0.000
H -2.454447 28.049214 -16.113494 -0.4674 -0.9746 -0.2072 0.000
C -5.148470 30.818244 -17.776957 1.1652 0.2066 -0.6072 0.003
N -4.055191 31.398264 -16.869557 0.1274 -2.3208 -0.6010 0.000
O -3.934658 32.580967 -16.737104 -0.1164 1.0123 0.1777 0.000
O -3.297569 30.551200 -16.392369 -0.5650 0.9722 -0.0456 0.001
H -5.323852 31.512885 -18.598419 -0.4253 0.5002 0.6237 0.000
H -6.019565 30.529076 -17.189003 0.2691 0.0254 -0.1404 0.001
H -4.646813 29.995582 -18.286532 -0.3511 -0.5517 0.6620 0.001
C -0.789999 28.619564 -10.252278 1.2274 0.0716 1.3975 0.000
N -1.691966 28.150580 -11.282369 -0.2374 -0.0007 0.6639 0.000
O -1.778055 28.836432 -12.260877 -0.1628 0.4572 -1.0663 0.000
O -2.319132 27.152267 -11.045156 -0.5817 -0.8899 -0.1933 0.000
H -0.738890 27.916970 -9.420503 -0.2844 -0.0972 -0.2683 0.000
H -1.161913 29.569676 -9.868799 0.2052 0.0620 -0.3564 0.000
H 0.209409 28.681523 -10.682910 -0.1965 0.4015 -0.0518 0.000
C -3.921604 22.705811 -16.432135 0.0232 0.2114 -0.2202 0.000
C -5.285101 22.542843 -16.274703 -0.1073 -2.2527 0.4485 0.000
C -5.843850 21.254752 -16.470392 -0.4468 0.9382 -0.2239 0.000
C -5.088317 20.138194 -16.868804 -0.5562 1.3643 0.5800 0.000
C -3.760029 20.371195 -17.120233 1.5271 0.4896 -0.1878 0.000
C -3.159862 21.643734 -16.907798 -1.0777 -0.9165 -0.4414 0.000
N -5.732353 18.782326 -16.965677 1.1006 1.4704 -0.0319 0.000
O -4.988171 17.813310 -17.059361 -0.9528 0.4693 0.0016 0.000
O -6.941870 18.808505 -16.920260 0.0715 -0.9827 -0.0781 0.000
H -3.525719 23.688324 -16.221509 0.4151 0.0037 -0.1020 0.000
H -5.919182 23.302968 -15.842784 0.0040 0.2473 -0.3916 0.000
H -6.920408 21.255060 -16.384318 -0.0506 -0.6955 0.1988 0.000
H -3.121677 19.602152 -17.529457 -0.0877 -0.2670 0.1132 0.000
H -2.137980 21.769709 -17.233770 0.1196 0.0517 0.3029 0.000
C -5.777199 24.342659 -21.839525 0.5181 -2.7133 0.1886 0.062
C -4.865082 23.876347 -20.865762 0.2641 1.7196 0.4827 -0.005
C -4.487153 24.733306 -19.799146 -0.2925 -0.9858 -1.1204 0.040
C -5.178177 25.932458 -19.592914 0.1688 1.0962 0.4164 0.036
C -6.185275 26.289883 -20.533075 0.0629 -0.5204 0.3019 0.070
C -6.491068 25.459740 -21.639657 -0.0927 3.0124 1.7981 0.005
N -4.918763 26.776320 -18.411720 -1.0610 -2.4104 -3.3964 0.325
O -3.785271 27.043682 -17.993629 3.2530 -0.0247 0.5080 0.206
O -5.921929 27.180268 -17.817568 -3.0018 1.4793 1.2422 0.238
H -6.073892 23.729486 -22.677618 0.2422 -0.3783 -0.0743 0.005
H -4.449229 22.880817 -20.914432 0.2336 0.0171 -0.2185 -0.002
H -3.675714 24.443455 -19.148025 -0.1082 -0.0174 0.2694 0.003
H -6.718794 27.212752 -20.359642 -0.1591 -0.0220 0.0425 0.005
H -7.289542 25.772479 -22.296175 0.0391 -0.0144 -0.2247 -0.002
C -6.668828 28.704463 -13.212531 -0.3917 1.1357 1.0101 0.000
C -7.382811 29.203330 -12.127670 -0.7581 0.0167 1.1218 0.000
C -8.749032 29.499608 -12.156760 -0.6123 0.0635 -2.4579 0.000
C -9.398837 29.442345 -13.432616 2.4550 -0.5516 0.8863 0.000
C -8.614768 29.059818 -14.564035 -1.3011 -0.1678 0.4397 0.000
C -7.293680 28.630018 -14.430664 0.0052 -0.0901 0.1293 0.000
N -10.797986 29.910263 -13.532478 0.4775 0.4627 -0.4004 0.000
O -11.087338 30.363093 -14.633849 -0.5090 -0.3551 0.7363 0.000
O -11.521338 29.910807 -12.536864 0.7910 -0.1450 -1.0627 0.000
H -5.605730 28.539686 -13.117205 -0.0024 -0.3906 -0.0114 0.000
H -6.909115 29.352684 -11.168650 0.3106 -0.1106 0.0641 0.000
H -9.350533 29.889566 -11.348971 0.3335 -0.1690 0.3566 0.000
H -9.080146 29.022073 -15.537891 -0.1083 0.0383 -0.0232 0.000
H -6.647876 28.210861 -15.188057 -0.5683 0.0993 -0.9067 0.000
C 2.156138 32.877836 -19.487831 -0.3396 -2.0940 0.6652 0.000
C 3.141438 32.051259 -18.900543 -1.0464 0.3789 0.3286 0.000
C 2.833400 30.820465 -18.284618 -0.2596 1.2101 0.1654 0.000
C 1.502195 30.383454 -18.233125 0.1821 1.1514 -2.2701 0.000
C 0.517168 31.094981 -18.961450 1.0550 0.6467 0.8009 0.000
C 0.843715 32.349903 -19.515974 0.4361 -0.5774 -0.1372 0.000
N 1.166735 29.131584 -17.585284 0.1719 0.2204 1.7514 0.000
O 0.014720 28.926354 -17.275695 -0.5787 0.0573 -0.6025 0.000
O 2.090358 28.450530 -17.190895 0.5223 -0.4168 -0.3873 0.000
H 2.435870 33.835559 -19.901233 -0.2171 0.0280 -0.0427 0.000
H 4.137231 32.452037 -18.781486 0.1876 -0.1810 -0.1797 0.000
H 3.643496 30.376652 -17.724999 -0.2652 -0.5464 -0.0804 0.000
H -0.505291 30.753036 -19.025009 0.0437 -0.2287 0.1055 0.000
H 0.031953 32.839476 -20.033423 0.0869 0.3470 0.0088 0.000
C -5.204833 25.526633 -10.633546 -0.1826 1.0519 -0.3124 0.000
C -6.413101 25.915332 -10.006325 0.6778 -0.7980 -1.0602 0.000
C -7.574676 25.865337 -10.763514 0.3221 -0.3551 -0.8264 0.000
C -7.481525 25.475245 -12.122656 -1.1203 1.2602 1.5521 0.000
C -6.287831 25.130977 -12.704345 -1.8544 -0.8488 -1.9688 0.000
C -5.163674 25.179118 -11.994279 1.7858 -0.1947 2.6140 0.000
N -8.717528 25.634421 -12.911863 -1.7092 -1.0288 -1.7606 0.000
O -9.806737 25.753889 -12.357249 1.0120 0.2431 0.8647 0.000
O -8.682846 25.558377 -14.140523 1.2136 0.1175 0.9866 0.000
H -4.242785 25.655464 -10.159974 -0.0726 -0.2232 0.4524 0.000
H -6.473838 26.215479 -8.970646 0.2091 -0.0008 0.0441 0.000
H -8.525616 26.107325 -10.312350 -0.0872 0.1129 -0.2832 0.000
H -6.212097 24.702232 -13.692701 -0.4294 0.5299 -0.3101 0.000
H -4.239604 24.866585 -12.457756 0.1571 0.1690 0.0506 0.000
C 0.598256 30.343003 -13.893168 -0.4570 -1.8417 -0.9377 0.000
C 0.019366 31.218449 -14.784436 0.4561 -0.8942 -0.6915 0.000
C 0.077223 32.539238 -14.527951 -0.1803 2.4695 0.5469 0.000
C 0.696637 32.985925 -13.373450 1.4342 -0.6491 1.9653 0.000
C 1.330644 32.077906 -12.487943 -0.9060 1.8826 -0.2977 0.000
C 1.221307 30.753928 -12.755655 0.6470 -0.2004 0.6559 0.000
N 0.703360 34.430591 -12.977552 -1.5824 -1.4205 -1.2140 0.000
O 0.372566 35.146703 -13.897879 0.4082 1.1433 0.1592 0.000
O 0.830729 34.748666 -11.817496 0.5604 0.0460 -0.0439 0.000
H 0.564511 29.283495 -14.099813 -0.0770 -0.1502 -0.1318 0.000
H -0.374849 30.960419 -15.756251 -0.3246 -0.6571 0.2329 0.000
H -0.404265 33.231667 -15.202568 0.1126 0.1904 0.0630 0.000
H 1.827666 32.355617 -11.570209 -0.0655 0.5858 -0.1216 0.000
H 1.684341 30.106160 -12.026007 -0.0598 -0.5234 -0.2814 0.000
```
Positions in Å, forces in eV/Å.

* net charge: -1
* Kohn-Sham gap (spin up / spin down): 2.51 / 5.95 eV
* E: -3355.7921 hartree
* E_LUMO (spin up / spin down): 0.7219 / 0.7222 eV
* multiplicity: 2
* HOMO level (spin up / spin down): -1.79 / -5.23 eV

=====

No. 2
Computed, not measured: a structure of composition C39H40BF4N5O4P2Pt, with ωB97M-V/def2-TZVPD.

The geometry in XYZ format:
```
96
Properties=species:S:1:pos:R:3:forces:R:3:lowdin_spin:R:1
Pt -0.263402 0.332231 0.396450 -0.4124 -0.3360 -0.0058 1.054
C -1.633003 -3.876920 0.759800 0.1154 0.0332 0.1079 0.006
N -1.233776 -2.484184 0.915338 0.5137 0.2951 -0.3495 0.073
P -2.201355 -1.206842 0.444394 0.3018 0.0980 0.9010 0.257
C -3.927034 -1.837076 0.524189 0.1116 0.1607 -0.3900 0.079
C -4.700937 -1.893091 -0.628178 0.0457 -0.0337 0.0319 0.009
C -6.026024 -2.303723 -0.556626 -0.0473 -0.0264 -0.0202 0.000
C -6.571272 -2.652729 0.668121 -0.0285 -0.0138 -0.0170 -0.001
C -5.798008 -2.597788 1.822536 0.0113 -0.0205 0.0551 0.005
C -4.477772 -2.187620 1.755943 -0.0292 -0.0204 -0.0536 0.013
C -2.274098 -0.063214 1.887260 -0.0163 0.1018 -0.1540 0.032
C -1.496772 -0.223840 3.041985 -0.2261 -0.0740 -0.0062 0.057
C -1.578806 0.700340 4.069685 0.0623 0.0673 0.0666 -0.007
C -2.433056 1.786554 3.963540 0.0952 -0.0078 0.0007 0.055
C -3.247279 1.929406 2.846035 -0.1050 0.0194 -0.1268 -0.002
C -3.171546 1.014677 1.815440 -0.0012 -0.0420 0.1176 0.047
P 0.556111 -1.805711 0.818696 -0.8951 -0.5737 -0.2904 0.046
C 1.122064 -2.779023 2.244205 -0.0493 0.2112 0.0729 0.004
C 1.157376 -4.169526 2.202655 0.0307 0.0943 0.0142 0.002
C 1.533083 -4.886592 3.329681 0.0003 0.0032 0.0147 0.000
C 1.877489 -4.218762 4.495586 0.0253 -0.0905 -0.0112 0.001
C 1.871870 -2.831847 4.530208 0.0131 0.0423 0.0505 0.000
C 1.500841 -2.110657 3.406565 -0.0061 0.0250 -0.0591 0.001
C 0.960873 -2.711628 -0.719746 0.1693 0.1135 0.0342 0.007
C 2.155911 -3.419427 -0.830877 -0.1274 0.0344 -0.0057 0.003
C 2.516746 -3.994819 -2.039817 0.0553 -0.0397 0.0191 0.000
C 1.693286 -3.862438 -3.147375 -0.0065 -0.0303 -0.0588 0.001
C 0.500284 -3.163088 -3.042023 -0.0514 0.0188 0.0088 0.000
C 0.136208 -2.589268 -1.833721 0.0703 -0.0850 0.0432 0.002
H -1.349394 -4.442234 1.648543 -0.0597 -0.0442 0.0009 0.002
H -1.154565 -4.338588 -0.111723 0.0012 0.0126 0.0350 0.001
H -2.710907 -3.964160 0.637149 -0.0250 -0.0309 0.0033 0.001
H -4.262958 -1.611689 -1.579163 -0.0358 -0.0017 -0.0125 0.005
H -6.632827 -2.348321 -1.451863 0.0202 0.0124 -0.0020 0.000
H -7.604971 -2.968422 0.728428 0.0060 0.0062 -0.0015 0.000
H -6.232509 -2.869077 2.776181 0.0158 -0.0025 -0.0001 0.001
H -3.867430 -2.135146 2.649753 -0.0452 0.0116 0.0240 0.002
H -0.872877 -1.100174 3.140497 0.0761 0.0134 -0.0098 0.002
H -0.951477 0.589760 4.943577 0.0110 0.0068 -0.0078 -0.001
H -2.453280 2.532968 4.745568 -0.0218 -0.0153 0.0239 0.003
H -3.933825 2.763473 2.771830 0.0173 -0.0005 0.0335 -0.001
H -3.833968 1.097379 0.960362 0.0349 0.0485 0.0058 0.003
H 0.919981 -4.688180 1.284359 -0.0363 -0.0576 0.0202 0.000
H 1.555734 -5.968272 3.294601 0.0202 0.0013 -0.0021 0.000
H 2.167817 -4.783114 5.372597 -0.0023 0.0176 0.0047 0.000
H 2.166234 -2.312670 5.433414 -0.0145 0.0207 -0.0192 0.000
H 1.516266 -1.025814 3.414150 0.0126 0.0029 0.0481 0.000
H 2.805095 -3.503513 0.030736 0.0655 0.0133 -0.0437 0.000
H 3.452387 -4.533891 -2.118792 -0.0175 -0.0132 0.0023 0.000
H 1.981201 -4.298569 -4.095474 0.0085 -0.0100 0.0147 0.000
H -0.144271 -3.052869 -3.905042 0.0111 0.0014 0.0024 0.000
H -0.785306 -2.026978 -1.760861 -0.0224 0.0356 -0.0324 0.004
O 2.361344 -1.095678 0.807021 0.1027 0.1361 -0.1089 0.017
C 2.608270 -0.199182 -0.080235 0.1782 -0.0242 0.1524 0.018
O 1.748054 0.236870 -0.875473 -0.1719 0.1365 0.0465 0.113
C 3.997127 0.320662 -0.133399 0.0228 -0.0714 -0.0294 0.006
C 4.887281 0.040272 0.893693 -0.0826 -0.0385 -0.0307 0.002
C 6.190202 0.534709 0.873433 0.1677 0.0627 0.0566 0.000
C 6.552981 1.290465 -0.213678 -0.1936 0.0119 -0.1865 0.001
O 7.755843 1.875149 -0.479115 0.0214 -0.0638 0.1711 0.000
C 7.624323 2.513969 -1.744438 0.1603 0.1283 -0.1923 0.000
O 6.287200 2.335222 -2.192585 -0.1357 0.0080 -0.0389 0.000
C 5.663015 1.567164 -1.245737 0.1365 -0.0626 0.1472 0.000
C 4.377054 1.105887 -1.232949 -0.0375 0.0868 -0.0398 0.001
H 4.551950 -0.561614 1.726265 -0.0148 0.0052 -0.0063 0.000
H 6.882045 0.344563 1.682071 0.0051 -0.0159 -0.0267 0.000
H 8.315187 2.058741 -2.460516 -0.0480 -0.0684 0.0541 0.000
H 7.841146 3.579969 -1.644404 -0.0725 -0.0242 0.0759 0.000
H 3.669855 1.328702 -2.019181 0.0317 -0.0051 -0.0181 0.000
C -0.956983 1.635087 -2.150398 -0.0594 0.1806 -0.2748 0.002
N -0.780451 2.166150 -0.766013 0.3020 -0.3044 0.0301 0.017
C -1.959842 3.009168 -0.449408 -0.1972 0.1866 0.0765 0.001
N -2.121483 4.089050 -1.412334 -0.0067 -0.0120 -0.0129 0.001
C -2.267422 3.513927 -2.749455 0.0178 -0.0048 0.0250 0.000
N -1.106990 2.703448 -3.126572 -0.0014 -0.0584 0.0321 0.002
C 0.088911 3.554404 -3.068059 -0.0325 -0.0120 0.0025 0.000
N 0.273871 4.135953 -1.742766 0.0332 -0.0199 -0.0234 0.001
C 0.422756 3.065193 -0.769319 0.1790 0.3209 -0.1258 0.002
C -0.910158 4.919312 -1.399818 -0.0364 -0.0279 0.0011 0.000
H -1.853425 1.011186 -2.166118 0.0224 -0.0317 0.0636 0.001
H -0.088500 1.027549 -2.406755 0.0210 0.0004 0.0709 0.000
H -1.829034 3.420793 0.550249 0.0350 -0.0752 -0.0067 0.000
H -2.852992 2.382715 -0.473172 0.0642 -0.0329 -0.0375 0.000
H -2.386951 4.320245 -3.475297 0.0004 0.0050 0.0154 0.000
H -3.162174 2.886888 -2.771971 0.0083 -0.0030 -0.0074 0.000
H -0.011560 4.352941 -3.805717 -0.0017 0.0022 0.0181 0.000
H 0.963326 2.950315 -3.317856 -0.0039 0.0060 -0.0074 0.000
H 0.540937 3.492627 0.221958 -0.0463 -0.0631 -0.0592 0.000
H 1.300961 2.470640 -1.011815 -0.0474 -0.0680 -0.0103 0.000
H -1.031237 5.722927 -2.128618 0.0030 0.0152 0.0217 0.000
H -0.781463 5.350504 -0.406191 0.0104 -0.0183 -0.0041 0.000
F 1.111634 1.580242 1.993801 0.1377 0.0314 -0.0093 0.039
B 0.943040 2.885375 2.623628 0.0747 -0.0244 0.0242 0.003
F 1.966968 3.712072 2.180670 -0.1021 -0.0751 0.0065 0.001
F -0.306869 3.381227 2.182886 -0.0199 -0.0452 0.1708 0.001
F 0.958389 2.711521 3.998432 -0.0639 -0.0265 -0.0834 0.001
```
Positions in Å, forces in eV/Å.

* Kohn-Sham gap (spin up / spin down): 7.60 / 6.51 eV
* ΔE to the lowest compared entry with this formula, charge and spin: 12.8 kcal/mol
* E: -3311.4562 hartree
* E_LUMO (spin up / spin down): 0.2811 / -1.6694 eV
* multiplicity: 3
* HOMO level (spin up / spin down): -7.32 / -8.18 eV